[1]
{
  "formula": "C33H61BrF3N2O22S",
  "method": "the ωB97M-V functional and the def2-TZVPD basis",
  "elements": ["C", "C", "O", "C", "C", "C", "N", "C", "C", "O", "C", "N", "C", "C", "C", "C", "C", "S", "O", "O", "C", "F", "F", "F", "C", "Br", "H", "H", "H", "H", "H", "H", "H", "H", "H", "H", "H", "H", "H", "H", "H", "H", "H", "H", "H", "H", "H", "H", "H", "H", "H", "C", "O", "C", "O", "O", "C", "H", "H", "H", "H", "H", "H", "C", "O", "C", "O", "O", "C", "H", "H", "H", "H", "H", "H", "C", "O", "C", "O", "O", "C", "H", "H", "H", "H", "H", "H", "C", "O", "C", "O", "O", "C", "H", "H", "H", "H", "H", "H", "C", "O", "C", "O", "O", "C", "H", "H", "H", "H", "H", "H", "C", "O", "C", "O", "O", "C", "H", "H", "H", "H", "H", "H"],
  "positions_angstrom": [[-3.8414, -8.2419, -2.2969], [-2.5828, -8.3086, -1.1988], [-2.8816, -7.4168, -0.0646], [-1.6379, -6.9137, 0.5384], [-1.7918, -5.3790, 1.1859], [-1.7016, -4.3151, -0.0559], [-2.7162, -4.0115, -0.9572], [-4.1439, -4.4998, -1.0554], [-4.9993, -4.3370, 0.3726], [-5.5435, -5.3961, 0.9831], [-2.3883, -3.0105, -2.0859], [-1.9792, -4.0125, -3.1868], [-1.2320, -2.0846, -1.3908], [-0.3228, -1.0572, -2.2799], [0.0176, -1.5418, -3.8047], [1.1457, -0.6793, -1.5808], [1.6698, 0.7574, -2.2584], [-2.2360, -0.8569, -0.3375], [-1.3547, 0.3544, 0.1612], [-2.8459, -1.4837, 0.9371], [-3.6666, -0.0684, -1.2865], [-4.0353, 1.1796, -0.5786], [-4.8175, -1.0381, -1.1508], [-3.4255, 0.0809, -2.7400], [-0.4735, -3.3372, -0.5824], [0.5238, -2.9038, 1.1118], [-4.8691, -8.2884, -1.7277], [-3.6891, -7.2179, -2.8893], [-3.7816, -9.1729, -3.0023], [-2.5103, -9.4124, -0.7937], [-1.6218, -8.0306, -1.8073], [-0.7263, -6.8402, -0.2161], [-1.2917, -7.6653, 1.3812], [-0.9392, -5.2962, 1.9827], [-2.8142, -5.3213, 1.7996], [-4.2460, -5.6339, -1.3947], [-4.7899, -3.8890, -1.8523], [-5.1012, -3.2863, 0.9081], [-3.3102, -2.4882, -2.6256], [-0.9369, -4.1096, -3.2231], [-2.3663, -3.7104, -4.1137], [-0.8850, -0.0087, -2.3800], [0.8036, -2.4300, -3.7675], [0.5164, -0.6453, -4.3872], [-0.9490, -1.8664, -4.4150], [1.0561, -0.4601, -0.4317], [1.9459, -1.4868, -1.8609], [0.7489, 1.4106, -2.6434], [2.4237, 0.5026, -3.1168], [2.1647, 1.4140, -1.3928], [0.2246, -3.9443, -1.3326], [-0.5797, 5.0477, -4.1435], [0.5221, 5.6839, -4.7881], [1.4964, 4.8330, -5.1981], [1.4940, 3.6198, -5.0596], [2.4738, 5.5658, -5.7890], [3.5727, 4.7963, -6.2730], [-1.2973, 5.8217, -3.8582], [-1.0772, 4.3518, -4.8268], [-0.2504, 4.5320, -3.2357], [3.2411, 4.0905, -7.0414], [4.0680, 4.2706, -5.4502], [4.2932, 5.4834, -6.7253], [-3.4853, -2.6220, 3.4988], [-3.8159, -2.2305, 4.8299], [-3.7022, -3.2229, 5.7483], [-3.3534, -4.3714, 5.5238], [-4.0438, -2.7161, 6.9599], [-3.9703, -3.6554, 8.0307], [-3.6114, -1.7515, 2.8493], [-2.4416, -2.9472, 3.4401], [-4.1585, -3.4119, 3.1504], [-2.9460, -4.0218, 8.1531], [-4.6629, -4.4866, 7.8634], [-4.2642, -3.1427, 8.9507], [-3.2012, 11.2906, -1.8141], [-1.8109, 11.2524, -2.1304], [-1.4156, 10.1254, -2.7747], [-2.1337, 9.1884, -3.0866], [-0.0830, 10.2218, -3.0118], [0.4752, 9.0977, -3.6895], [-3.4054, 12.2345, -1.3015], [-3.8056, 11.2562, -2.7263], [-3.4666, 10.4689, -1.1411], [0.0177, 8.9759, -4.6766], [0.3567, 8.1884, -3.0914], [1.5442, 9.2824, -3.8264], [1.5304, 14.8381, -7.8139], [1.1998, 15.2296, -6.4829], [1.3134, 14.2372, -5.5645], [1.6622, 13.0887, -5.7890], [0.9719, 14.7439, -4.3529], [1.0454, 13.8046, -3.2821], [1.4042, 15.7085, -8.4635], [2.5740, 14.5128, -7.8727], [0.8571, 14.0481, -8.1624], [2.0697, 13.4383, -3.1597], [0.3528, 12.9734, -3.4494], [0.7514, 14.3174, -2.3621], [4.1115, -4.4510, 6.3369], [2.8241, -4.1750, 6.8854], [1.7967, -4.3585, 6.0182], [1.8946, -4.7257, 4.8578], [0.6415, -4.0627, 6.6659], [-0.5324, -4.2121, 5.8696], [4.8567, -4.2712, 7.1166], [4.1826, -5.4987, 6.0275], [4.3244, -3.7824, 5.4965], [-0.6468, -5.2503, 5.5417], [-0.5051, -3.5340, 5.0106], [-1.3955, -3.9497, 6.4876], [6.1161, -7.9920, 7.1059], [7.5265, -8.1209, 7.2744], [8.1921, -6.9399, 7.3332], [7.6904, -5.8293, 7.2556], [9.5126, -7.2085, 7.4935], [10.3416, -6.0506, 7.5719], [5.6865, -8.9969, 7.0719], [5.6736, -7.4567, 7.9522], [5.8847, -7.4866, 6.1628], [10.0680, -5.4378, 8.4368], [10.2790, -5.4676, 6.6473], [11.3754, -6.3832, 7.6994]],
  "forces_ev_per_angstrom": [[0.8, 0.3, 0.9], [-1.3, -1.3, -1.3], [2.7, 0.7, -0.9], [0.8, 0.0, 0.4], [-0.5, -1.1, -0.3], [-2.4, 1.7, -2.6], [0.5, -0.1, 2.2], [-2.6, -1.3, 0.5], [-1.9, -4.8, 3.2], [3.5, 6.5, -4.2], [0.7, -1.4, -2.0], [0.5, 1.9, 0.4], [-0.3, -1.1, -1.4], [1.2, 0.9, -0.8], [-0.1, -0.2, -0.2], [-0.3, 1.3, -0.4], [-0.4, 0.0, 0.7], [2.9, 3.2, 8.7], [-3.0, -4.4, -3.3], [1.1, 0.8, -5.2], [-3.7, 0.7, -1.2], [1.4, -4.8, -3.2], [3.5, 3.3, -0.6], [-0.9, -0.1, 5.0], [-0.7, -0.5, 1.0], [-0.5, -0.1, -1.5], [2.1, 0.3, -1.1], [-0.6, -2.4, 1.1], [0.0, 1.9, 1.2], [0.1, 2.2, -0.8], [-1.6, -0.3, 1.5], [-2.0, -0.3, 1.2], [-0.7, 1.7, -1.5], [-1.4, 0.4, -1.9], [2.1, 0.2, -1.7], [0.6, 2.4, 1.0], [1.9, -1.0, 1.7], [0.3, -1.9, -1.4], [1.8, -0.8, 2.2], [-1.4, 0.1, -0.3], [0.9, -0.3, 1.2], [1.0, -2.5, 0.4], [-1.7, 1.8, -0.2], [-1.0, -1.8, 1.4], [2.2, 0.7, 1.3], [0.1, -0.9, -2.3], [-1.7, 1.3, 0.9], [2.1, -1.5, 0.6], [-1.5, 0.9, 1.7], [-0.8, -1.6, -2.1], [-1.4, 1.5, 1.7], [-0.5, -0.1, 0.2], [0.9, -0.6, -0.4], [0.1, -0.2, 0.0], [0.0, 1.5, -0.1], [-1.0, -0.5, 0.6], [0.5, -0.3, -0.2], [0.3, 0.1, -0.2], [0.2, 0.0, 0.2], [0.0, 0.0, -0.2], [0.0, 0.0, 0.3], [-0.2, 0.0, -0.2], [-0.4, 0.1, 0.2], [0.0, 0.2, -0.3], [0.1, -0.8, 0.8], [-0.2, -0.1, 0.2], [-0.6, 1.5, 0.1], [0.4, -0.3, -1.3], [0.0, -0.4, 0.5], [0.0, -0.1, 0.6], [-0.2, -0.1, 0.0], [0.2, -0.1, 0.2], [-0.2, -0.1, -0.1], [0.3, 0.1, -0.1], [0.0, 0.1, -0.4], [-0.5, 0.1, 0.1], [0.5, -0.8, -0.5], [-0.1, -0.3, -0.1], [1.0, 1.3, 0.5], [-1.1, 0.1, 0.3], [0.3, -0.4, -0.3], [0.3, -0.1, -0.1], [0.1, -0.2, 0.2], [0.0, 0.1, -0.3], [0.0, -0.1, 0.3], [-0.1, 0.1, -0.2], [-0.3, 0.2, 0.2], [0.1, -0.1, -0.5], [0.0, -0.7, 0.8], [0.1, -0.4, 0.0], [-0.5, 1.6, 0.3], [0.3, -0.2, -1.1], [0.0, -0.4, 0.4], [-0.1, 0.0, 0.4], [-0.2, -0.1, 0.0], [0.2, 0.0, 0.1], [-0.2, -0.1, -0.1], [0.3, 0.1, 0.0], [0.0, 0.1, -0.4], [0.6, -0.1, -0.1], [-1.2, -0.1, -0.7], [0.2, 0.0, 0.1], [-0.2, 0.5, 1.3], [1.1, -0.2, -0.5], [-0.4, 0.0, 0.0], [-0.4, 0.0, 0.0], [-0.1, 0.2, -0.1], [-0.1, -0.2, 0.1], [0.0, 0.2, 0.0], [0.1, -0.2, 0.0], [0.7, -0.1, 0.0], [-0.5, 0.0, 0.0], [0.6, 0.8, 0.0], [0.0, 0.3, 0.0], [0.6, -1.5, 0.1], [-1.2, 0.0, -0.2], [0.4, 0.4, 0.0], [0.4, 0.1, 0.0], [0.1, 0.0, -0.2], [0.1, 0.1, 0.2], [-0.1, 0.0, -0.3], [-0.1, 0.0, 0.2], [-0.3, -0.2, 0.0]],
  "lowdin_charge": [-0.09, -0.24, -0.22, -0.17, -0.05, -0.06, -0.01, -0.05, -0.09, -0.03, -0.25, 0.07, -0.31, -0.32, -0.08, -0.22, -0.11, 0.91, -0.32, -0.36, -0.27, 0.06, -0.02, 0.03, -0.46, 0.78, 0.09, 0.08, 0.09, 0.14, 0.12, 0.13, 0.16, 0.11, 0.15, 0.13, 0.16, 0.14, 0.17, 0.08, 0.10, 0.13, 0.10, 0.11, 0.09, 0.08, 0.12, 0.09, 0.09, 0.10, 0.15, -0.05, -0.02, -0.56, 0.09, -0.01, -0.05, 0.10, 0.10, 0.09, 0.10, 0.10, 0.10, -0.06, 0.01, -0.56, 0.08, 0.00, -0.04, 0.07, 0.08, 0.09, 0.09, 0.10, 0.10, -0.05, -0.02, -0.56, 0.10, -0.02, -0.05, 0.10, 0.10, 0.10, 0.10, 0.09, 0.10, -0.05, -0.01, -0.56, 0.10, -0.01, -0.04, 0.09, 0.10, 0.10, 0.10, 0.08, 0.10, -0.04, 0.00, -0.56, 0.09, 0.01, -0.05, 0.10, 0.09, 0.10, 0.11, 0.09, 0.07, -0.06, -0.01, -0.56, 0.10, -0.01, -0.05, 0.10, 0.10, 0.09, 0.10, 0.10, 0.10],
  "total_charge": 1,
  "lumo_energy_ev": -4.62,
  "homo_lumo_gap_ev": 7.099
}


[2]
{
  "formula": "C2H10O2Si2",
  "method": "the ωB97M-V functional and the def2-TZVPD basis",
  "elements": ["C", "C", "O", "O", "Si", "Si", "H", "H", "H", "H", "H", "H", "H", "H", "H", "H"],
  "positions_angstrom": [[0.3355, 1.9018, 0.5816], [2.5712, -1.2441, -0.3284], [-0.3657, -0.8675, 1.7681], [-0.9235, -0.3270, -0.7474], [-2.6228, -0.3535, -1.0453], [0.1558, -0.0391, 0.3923], [-0.3020, 2.2014, 1.3987], [1.4440, 2.0259, 0.6080], [-0.0201, 2.3253, -0.3874], [2.8773, -1.5897, 0.7035], [2.1189, -2.0013, -0.9619], [3.3858, -0.6084, -0.7213], [0.1349, -0.5782, 2.5442], [-2.6818, -0.0429, -2.4931], [-2.9259, 0.8964, -0.2697], [-3.1815, -1.6991, -1.0419]],
  "forces_ev_per_angstrom": [[0.7, -2.0, -1.6], [-1.6, 1.2, 2.3], [0.6, 0.9, -0.6], [-1.9, -1.0, -0.7], [2.9, 1.3, -0.8], [2.3, -0.1, 0.0], [0.3, 0.5, 0.4], [-1.0, 0.5, 0.6], [0.2, -0.3, 0.8], [-0.5, 0.1, -1.3], [0.4, 0.1, 0.0], [-0.9, -0.2, -0.2], [-0.2, -0.3, 0.0], [-0.2, 0.2, 0.1], [-0.9, -0.8, 0.0], [-0.3, -0.1, 0.9]],
  "nbo_charge": [-1.14, -0.91, -1.10, -1.30, 1.20, 1.97, 0.24, 0.25, 0.25, 0.19, 0.20, 0.20, 0.49, -0.20, -0.17, -0.17],
  "total_charge": 0,
  "lumo_energy_ev": 0.48,
  "relative_energy_kcal_mol": 79.9,
  "homo_lumo_gap_ev": 8.444
}